1.
Entry from the Open Molecules 2025 dataset: C31H38BiN4O3Si as an isolated structure (ωB97M-V/def2-TZVPD).

Summary:
E_tot, a.u.: -2152.67777
HOMO, eV: -9.87
Net charge: +1
LUMO, eV: -3.0315
Energy relative to the best compared isomer or geometry (same formula, charge and spin), eV: 4.692
Frontier orbital gap, eV: 6.838

Structure (XYZ):
```
78
Properties=species:S:1:pos:R:3:forces:R:3
Bi 0.86664 1.11989 0.74652 0.5 0.2 -0.1
C 3.16746 3.41650 -0.11198 -0.1 -0.1 0.1
Si 3.83365 1.80883 -0.84308 -0.1 0.0 0.0
C 5.32932 1.25942 0.09767 0.1 -0.1 0.1
C 4.21770 2.10234 -2.64112 0.1 0.0 -0.1
N 2.46052 0.73014 -0.63151 0.3 -0.5 0.2
C 2.81323 -0.64635 -0.79089 -0.1 0.1 0.0
C 3.34290 -1.10985 -1.99679 0.0 0.0 0.0
C 3.85232 -2.39388 -2.11464 0.0 0.0 0.0
C 3.84513 -3.25375 -1.02574 0.0 0.0 0.0
C 3.28105 -2.83776 0.17007 -0.1 0.0 -0.1
C 2.74079 -1.56954 0.26116 -0.1 0.1 0.1
O 2.16808 -1.11770 1.45341 -0.2 0.2 -0.1
C 1.28316 -1.93542 2.17294 0.3 0.2 -0.1
C 0.52084 -2.92883 1.58432 0.0 0.0 0.0
C -0.36823 -3.63675 2.38172 0.0 0.0 0.0
C -0.50357 -3.34421 3.73329 0.0 0.0 0.0
C 0.25809 -2.33034 4.29585 0.0 0.0 0.0
C 1.16205 -1.62247 3.51550 0.0 0.0 0.1
H 3.69348 4.31699 -0.43539 -0.1 0.0 0.0
H 3.18432 3.42888 0.98175 0.1 0.0 0.0
H 1.63155 3.70860 -1.37645 0.0 -0.1 0.0
H 6.16586 1.94153 -0.07292 0.0 0.0 0.0
H 5.64682 0.26238 -0.21728 0.0 0.0 0.0
H 5.13208 1.22484 1.17181 0.0 0.0 0.0
H 4.66530 3.09230 -2.76624 0.0 0.0 0.0
H 3.32355 2.04994 -3.26548 0.0 0.0 0.0
H 4.93585 1.37500 -3.02533 0.0 0.0 0.0
H 3.35470 -0.43801 -2.84595 0.0 0.0 0.0
H 4.25886 -2.71995 -3.06273 0.0 0.0 0.0
H 4.26768 -4.24579 -1.10462 0.0 0.0 0.0
H 3.24793 -3.49172 1.03208 0.0 0.0 0.0
H 0.60998 -3.14826 0.52978 0.0 0.0 0.0
H -0.96089 -4.42425 1.93460 0.0 0.0 0.0
H -1.19611 -3.90585 4.34515 0.0 0.0 0.0
H 0.16434 -2.09540 5.34767 0.0 0.0 0.0
H 1.77950 -0.84106 3.94164 0.0 0.0 0.0
O 0.85131 5.63427 1.40967 0.1 -0.5 -0.4
C 0.15556 4.74685 1.15576 -0.4 0.3 0.5
O 1.75217 3.46804 -0.44983 -0.3 0.3 0.2
C -0.88969 3.90371 1.14839 0.3 -0.1 -0.2
C -1.95813 4.26809 2.07254 0.1 0.1 0.0
C -3.15534 3.70348 1.92814 0.0 -0.1 -0.1
C -3.38522 2.76359 0.83974 0.2 0.0 0.0
C -4.60905 2.33542 0.47855 -0.1 -0.1 -0.1
C -4.81097 1.41383 -0.62500 0.0 0.1 0.1
C -3.76935 0.85876 -1.24144 0.0 0.0 0.0
C -2.35643 1.08948 -0.81407 0.1 -0.1 0.1
C -2.19979 2.26960 0.12257 0.0 -0.1 0.0
N -1.01891 2.79434 0.28005 -0.2 0.1 -0.1
H -1.75271 4.99778 2.84478 0.0 0.0 0.0
H -3.97237 3.93903 2.59771 0.0 0.0 0.0
H -5.47149 2.71084 1.01718 0.0 0.0 0.0
H -5.82100 1.17883 -0.93424 0.0 0.0 0.0
H -3.92768 0.15276 -2.04416 0.0 0.0 0.0
H -1.72546 1.28845 -1.67740 -0.1 0.0 0.0
C -1.35829 -0.61327 -3.22442 0.0 0.0 -0.1
C -1.72006 -1.74766 -2.27040 0.1 0.0 0.1
N -2.21697 -1.43230 -0.93221 -0.4 0.1 -0.2
C -2.87203 -2.57831 -0.30740 0.1 0.0 0.0
C -4.38573 -2.58484 -0.47191 0.0 0.0 0.0
C -1.76003 -0.29528 -0.18871 0.3 0.0 0.0
C -2.19279 -0.35598 1.27467 0.0 -0.1 0.0
N -0.29386 -0.24384 -0.23612 -0.4 0.0 0.1
H -1.02113 -1.06696 -4.15707 0.0 0.0 0.0
H -0.54712 0.02527 -2.87282 0.0 0.0 0.0
H -2.21162 0.02052 -3.46517 0.0 0.0 0.0
H -0.85619 -2.43009 -2.19821 0.0 0.0 0.0
H -2.50658 -2.32598 -2.76074 0.0 -0.1 0.0
H -2.60965 -2.65271 0.74544 0.0 0.0 0.0
H -2.45666 -3.47990 -0.76888 0.0 0.0 0.0
H -4.83804 -1.71560 0.00841 0.0 0.0 0.0
H -4.81569 -3.48584 -0.03000 0.0 0.0 0.0
H -4.66411 -2.56318 -1.52801 0.0 0.0 0.0
H -1.70840 -1.19105 1.77801 0.0 0.0 0.0
H -3.27530 -0.44570 1.36913 0.0 0.0 0.0
H -1.90086 0.55801 1.79794 0.0 0.0 0.0
H 0.09970 -0.71295 -1.03927 0.1 0.1 0.0
```
Forces are in eV/Å.


2.
Entry from the Open Molecules 2025 dataset: C61H43BrN6OSSn as an isolated structure (ωB97M-V/def2-TZVPD).

Summary:
E_tot, a.u.: -5940.61922
HOMO, eV: -6.05
LUMO, eV: -0.7844
Energy relative to the best compared isomer or geometry (same formula, charge and spin), eV: 0.000
Frontier orbital gap, eV: 5.268

Structure (XYZ):
```
114
Properties=species:S:1:pos:R:3:forces:R:3
Sn 0.56523 0.23927 0.00916 0.0 -0.1 -0.1
C -4.91561 3.31896 4.68295 0.0 0.0 0.0
C -5.03241 3.00384 3.33648 0.0 0.0 0.0
C -3.92314 2.57538 2.62144 0.0 0.0 0.0
C -2.67331 2.45675 3.23208 -0.1 -0.1 0.0
C -2.56626 2.80575 4.57864 0.0 0.1 0.0
C -3.67557 3.22478 5.29917 0.0 0.0 0.0
C -1.49891 1.94868 2.46175 0.0 0.1 -0.1
C -1.09765 2.69143 1.34001 0.0 0.0 0.0
C -1.67218 3.96593 0.96295 0.0 -0.1 0.0
C -1.00317 4.39738 -0.12863 0.0 0.0 0.0
C 0.01552 3.41370 -0.41668 0.0 0.0 0.0
C 0.99031 3.54698 -1.41031 0.0 0.0 0.0
C 0.94288 4.75196 -2.28887 -0.1 0.0 0.0
C 0.77686 4.60742 -3.66482 0.0 0.0 0.0
C 0.71090 5.71944 -4.49224 0.0 0.0 0.0
C 0.81540 6.99601 -3.95766 0.0 0.0 0.0
C 1.00494 7.15168 -2.59106 0.0 0.0 0.0
C 1.06990 6.03860 -1.76549 0.1 0.0 0.0
C 2.07415 2.67217 -1.60158 0.1 0.0 0.0
N 2.25042 1.47017 -1.00034 0.0 0.1 0.2
C 3.46109 0.98461 -1.39896 0.1 0.0 0.0
C 4.05830 -0.21291 -0.98525 0.0 0.0 0.0
C 5.29112 -0.63940 -1.70523 0.0 0.0 0.0
C 6.49696 -0.81941 -1.02956 0.0 0.0 0.0
C 7.63476 -1.23277 -1.70754 0.0 0.0 0.0
C 7.58308 -1.47900 -3.07286 0.0 0.0 0.0
C 6.38830 -1.30180 -3.75645 0.0 0.0 0.0
C 5.25335 -0.88119 -3.07829 0.0 0.0 0.0
C 3.60617 -1.02883 0.06451 0.0 -0.1 0.0
C 4.18896 -2.29839 0.43770 0.0 0.0 -0.1
C 3.49224 -2.74921 1.50600 -0.1 0.0 0.0
C 2.48006 -1.75457 1.79519 0.0 -0.1 0.0
N 2.55853 -0.75022 0.88387 0.0 0.2 0.1
C 1.56272 -1.82315 2.86071 -0.1 0.0 0.0
C 0.53397 -0.90427 3.10948 0.0 0.0 0.1
C -0.31234 -0.92842 4.28250 0.0 0.0 -0.1
C -1.18486 0.09723 4.16367 -0.1 0.0 0.0
C -0.85805 0.78892 2.93550 0.0 0.0 0.0
N 0.17136 0.15031 2.32067 0.2 0.1 0.1
C 1.73623 -2.94823 3.82701 0.0 0.0 0.0
C 0.71368 -3.86594 4.06561 0.0 0.0 0.0
C 0.90079 -4.93593 4.92917 0.0 0.0 0.0
C 2.11654 -5.10754 5.57625 0.0 0.0 0.0
C 3.13629 -4.19031 5.36453 0.0 0.0 0.0
C 2.94601 -3.12135 4.50051 0.0 0.0 0.1
C 4.08148 1.93324 -2.29591 0.0 -0.1 0.0
C 3.22623 2.97348 -2.42210 -0.1 0.0 0.0
N -0.08814 2.38743 0.47740 0.1 0.0 0.1
H -5.78288 3.63854 5.24665 0.0 0.0 0.0
H -5.98998 3.09353 2.83809 0.0 0.0 0.0
H -4.02234 2.32685 1.57133 0.0 0.0 0.0
H -1.59446 2.76829 5.05562 0.0 0.0 0.0
H -3.56714 3.48452 6.34483 0.0 0.0 0.0
H -2.46125 4.47872 1.48675 0.0 0.0 0.0
H -1.16955 5.31139 -0.67384 0.0 0.0 0.0
H 0.69094 3.61189 -4.08404 0.0 0.0 0.0
H 0.57634 5.58744 -5.55863 0.0 0.0 0.0
H 0.74992 7.86351 -4.60174 0.0 0.0 0.0
H 1.10797 8.14234 -2.16592 0.0 0.0 0.0
H 1.23912 6.15918 -0.70226 0.0 0.0 0.0
H 6.54269 -0.61858 0.03384 0.0 0.0 0.0
H 8.56534 -1.35945 -1.16869 0.0 0.0 0.0
H 8.46927 -1.80646 -3.60144 0.0 0.0 0.0
H 6.33744 -1.49482 -4.82069 0.0 0.0 0.0
H 4.31852 -0.74773 -3.60958 0.0 0.0 0.0
H 4.99786 -2.79674 -0.07140 0.0 0.0 0.0
H 3.62830 -3.68221 2.02848 0.0 0.0 0.0
H -0.23543 -1.62816 5.09774 0.0 0.0 0.0
H -1.97454 0.35644 4.84914 0.0 0.0 0.0
H -0.23443 -3.73816 3.55938 0.0 0.0 0.0
H 0.09307 -5.63838 5.09596 0.0 0.0 0.0
H 2.26629 -5.94818 6.24184 0.0 0.0 0.0
H 4.08485 -4.30406 5.87435 0.0 0.0 0.0
H 3.73975 -2.40008 4.34978 0.0 0.0 0.0
H 5.06052 1.82519 -2.73343 0.0 0.0 0.0
H 3.36691 3.87988 -2.98816 0.0 0.0 0.0
O 0.30090 -6.85650 0.58892 0.0 0.0 0.0
C 0.05627 -5.53979 0.39424 0.0 0.0 0.0
C -0.87424 -4.82472 1.14236 -0.1 0.0 0.0
C -1.03350 -3.48029 0.86848 0.1 0.0 0.0
N -0.35760 -2.84600 -0.08909 -0.1 0.0 -0.1
C 0.49582 -3.54896 -0.79472 -0.1 -0.1 0.1
Br 1.38103 -2.63901 -2.21491 0.0 -0.1 0.0
C 0.76788 -4.89185 -0.60317 0.1 0.0 -0.1
H -0.24768 -7.19039 1.30785 0.0 0.0 0.0
H -1.45299 -5.30887 1.92047 0.0 0.0 0.0
H -1.72221 -2.86723 1.44280 0.0 0.0 0.0
H 1.49395 -5.42334 -1.20084 0.0 0.0 0.0
N -1.72297 0.76771 -1.62817 0.1 0.3 0.0
S -2.37427 -0.60896 -1.98283 -0.1 0.0 -0.1
C -3.87807 -0.82913 -1.01174 0.0 -0.1 0.0
C -3.96023 -0.14015 0.18832 0.0 -0.1 0.0
C -5.05474 -0.34964 1.01881 0.0 0.0 0.0
C -6.04220 -1.25284 0.65097 0.0 0.0 0.0
C -5.93939 -1.95450 -0.54510 0.0 0.0 0.0
C -4.85348 -1.74692 -1.38234 0.0 0.0 0.0
C -3.11404 -0.54773 -3.62164 0.2 0.0 0.0
C -2.56273 -1.37187 -4.59103 0.0 0.0 0.0
C -2.95148 -1.22254 -5.91759 0.0 0.0 0.0
C -3.87322 -0.24555 -6.26113 0.0 0.0 0.0
C -4.43005 0.56901 -5.27948 0.0 0.0 0.0
C -4.05150 0.41979 -3.95628 -0.1 0.0 0.0
H -2.33845 1.57452 -1.74365 -0.1 -0.1 -0.1
H -3.16018 0.53985 0.46246 0.0 0.0 0.0
H -5.12989 0.18830 1.95628 0.0 0.0 0.0
H -6.89437 -1.41423 1.29920 0.0 0.0 0.0
H -6.70536 -2.66725 -0.82383 0.0 0.0 0.0
H -4.76731 -2.28480 -2.31934 0.0 0.0 0.0
H -1.82479 -2.11459 -4.30951 0.0 0.0 0.0
H -2.52177 -1.85973 -6.67976 0.0 0.0 0.0
H -4.15617 -0.11146 -7.29734 0.0 0.0 0.0
H -5.15414 1.32664 -5.55084 0.0 0.0 0.0
H -4.48303 1.04966 -3.18585 0.0 0.0 0.0
```
Forces are in eV/Å.


3.
Entry from the Open Molecules 2025 dataset: C29H25BaINO3S as an isolated structure (ωB97M-V/def2-TZVPD).

Summary:
E_tot, a.u.: -2122.09991
HOMO, eV: -4.17
Net charge: -1
LUMO, eV: 2.0897
Energy relative to the best compared isomer or geometry (same formula, charge and spin), eV: 0.000
Frontier orbital gap, eV: 6.255

Structure (XYZ):
```
61
Properties=species:S:1:pos:R:3:forces:R:3
Ba 0.11679 0.19127 0.46127 0.2 -0.1 0.4
O -2.09860 1.49853 1.29235 0.0 0.0 0.1
C -1.30721 2.44936 1.54007 0.2 -0.1 -0.1
O -0.18596 2.29921 2.09945 -0.2 0.0 -0.1
C -1.64033 3.80484 0.97510 0.0 -0.1 0.0
C -2.29532 4.76182 1.73599 0.0 0.0 0.0
C -2.59662 6.00919 1.20710 0.0 0.0 -0.1
C -2.22787 6.28774 -0.10378 -0.1 0.0 0.1
C -1.57072 5.33357 -0.86285 0.1 -0.1 -0.1
C -1.25576 4.06892 -0.35278 -0.1 0.0 0.1
S -0.39906 2.88089 -1.34394 -0.1 0.0 -0.1
H -2.56942 4.52212 2.75742 0.0 0.0 0.0
H -3.10713 6.75214 1.80770 0.0 0.0 0.0
H -2.45140 7.25655 -0.53657 0.0 0.0 0.0
H -1.27932 5.55556 -1.88329 0.0 0.0 0.0
I -0.87246 -3.27336 1.78473 0.0 0.1 -0.1
C 0.92731 -3.69299 2.79257 -0.1 0.0 -0.1
C 0.91797 -4.78131 3.61672 0.1 0.0 0.0
C 2.09736 -5.12445 4.31493 -0.1 0.0 0.0
C 3.22173 -4.37036 4.15620 0.0 0.0 0.0
C 3.23059 -3.24041 3.30028 0.1 0.0 0.0
C 4.40803 -2.46533 3.14464 0.0 -0.1 0.0
C 4.40399 -1.38112 2.31893 -0.1 0.0 0.0
C 3.22144 -1.03185 1.62076 0.0 0.0 -0.1
C 2.02939 -1.72333 1.70369 -0.3 0.2 0.0
C 2.05953 -2.85692 2.58004 0.1 -0.1 0.0
H 0.02310 -5.37602 3.73710 0.0 0.0 0.0
H 2.09572 -5.98630 4.97136 0.0 0.0 0.0
H 4.13388 -4.62358 4.68667 0.0 0.0 0.0
H 5.29925 -2.75133 3.69353 0.0 0.0 0.0
H 5.30500 -0.78644 2.20488 0.0 0.0 0.0
H 3.28608 -0.15814 0.96400 0.1 0.0 0.1
C -3.01280 0.38703 -3.15847 0.1 0.1 0.0
C -2.02653 -0.39119 -2.42432 -0.2 0.1 0.1
N -1.27573 -0.99031 -1.79726 0.0 -0.1 -0.1
H -3.98050 0.29752 -2.66899 0.0 0.0 0.0
H -3.08466 0.03322 -4.18512 0.0 0.0 0.0
H -2.70031 1.43271 -3.14196 0.0 0.0 0.1
C 5.70569 1.24480 -6.96024 0.0 0.0 0.0
C 4.69240 1.12246 -5.85504 0.0 0.0 0.0
C 4.74409 0.07068 -4.94944 0.0 0.0 0.0
C 3.82394 -0.05659 -3.91619 0.0 -0.1 0.0
C 3.95808 -1.22377 -2.97470 0.0 0.0 0.0
C 2.80414 0.90566 -3.80820 -0.2 0.0 0.0
C 1.75946 0.80101 -2.76985 0.2 0.0 0.0
O 1.84056 0.08331 -1.79015 -0.1 0.0 0.1
C 2.73488 1.98250 -4.71068 0.0 0.0 0.0
C 1.67386 3.05614 -4.63668 0.0 0.0 0.0
C 3.68753 2.07029 -5.71684 0.0 0.0 0.0
H 6.41744 0.42043 -6.93700 0.0 0.0 0.0
H 6.26350 2.17898 -6.87281 0.0 0.0 0.0
H 5.21735 1.24665 -7.93653 0.0 0.0 0.0
H 5.52667 -0.67427 -5.04473 0.0 0.0 0.0
H 4.74909 -1.88692 -3.32492 0.0 0.0 0.0
H 3.02993 -1.78832 -2.89290 0.0 0.0 0.0
H 4.19384 -0.89568 -1.96291 0.0 0.0 0.0
H 0.86353 1.41878 -2.91537 0.0 0.0 0.0
H 1.31638 3.26740 -3.62973 0.0 0.0 0.0
H 0.80301 2.77349 -5.23443 0.0 0.0 0.0
H 2.06882 3.98249 -5.05409 0.0 0.0 0.0
H 3.64689 2.90811 -6.40578 0.0 0.0 0.0
```
Forces are in eV/Å.


4.
Entry from the Open Molecules 2025 dataset: one molecule with the formula C5H6O2S at a distorted geometry (ωB97M-V/def2-TZVPD).

Summary:
E_tot, a.u.: -742.70740
HOMO, eV: -8.56
LUMO, eV: -0.3207
Energy relative to the best compared isomer or geometry (same formula, charge and spin), eV: 2.109
Frontier orbital gap, eV: 8.237
SMILES: C[C@H]1OC=CC(=S)O1

Structure (XYZ):
```
14
Properties=species:S:1:pos:R:3:forces:R:3
C -0.57960 1.98994 0.42893 -0.8 2.6 1.3
C -0.36777 0.54861 0.47657 -1.2 -3.4 0.8
O -1.24035 0.01054 -0.52213 1.4 -2.7 0.1
C -0.83325 -1.31829 -0.74460 3.4 0.7 0.0
C 0.47756 -1.77431 -0.49860 -1.8 -1.6 -2.2
C 1.47769 -0.83726 -0.00071 1.7 -4.3 -0.2
S 3.06030 -1.18501 0.32871 -0.6 -0.1 -0.5
O 1.03256 0.31377 0.20866 -1.9 5.1 0.8
H -1.67902 2.40368 0.41785 2.1 -1.4 0.3
H -0.11119 2.35688 -0.49133 0.0 -0.1 0.2
H -0.01903 2.39152 1.30717 -0.6 0.2 -0.7
H -0.58819 -0.17591 1.42144 0.4 2.3 -1.5
H -1.49363 -1.91264 -1.32035 -0.9 -0.2 -0.2
H 0.86393 -2.81152 -1.01160 -1.3 2.7 1.9
```
Forces are in eV/Å.


Q: E_tot of number 3 (C29H25BaINO3S)?
A: -2122.09991 a.u.


Please write out number 4 again, unchanged.
Entry from the Open Molecules 2025 dataset: one molecule with the formula C5H6O2S at a distorted geometry (ωB97M-V/def2-TZVPD).

Summary:
E_tot, a.u.: -742.70740
HOMO, eV: -8.56
LUMO, eV: -0.3207
Energy relative to the best compared isomer or geometry (same formula, charge and spin), eV: 2.109
Frontier orbital gap, eV: 8.237
SMILES: C[C@H]1OC=CC(=S)O1

Structure (XYZ):
```
14
Properties=species:S:1:pos:R:3:forces:R:3
C -0.57960 1.98994 0.42893 -0.8 2.6 1.3
C -0.36777 0.54861 0.47657 -1.2 -3.4 0.8
O -1.24035 0.01054 -0.52213 1.4 -2.7 0.1
C -0.83325 -1.31829 -0.74460 3.4 0.7 0.0
C 0.47756 -1.77431 -0.49860 -1.8 -1.6 -2.2
C 1.47769 -0.83726 -0.00071 1.7 -4.3 -0.2
S 3.06030 -1.18501 0.32871 -0.6 -0.1 -0.5
O 1.03256 0.31377 0.20866 -1.9 5.1 0.8
H -1.67902 2.40368 0.41785 2.1 -1.4 0.3
H -0.11119 2.35688 -0.49133 0.0 -0.1 0.2
H -0.01903 2.39152 1.30717 -0.6 0.2 -0.7
H -0.58819 -0.17591 1.42144 0.4 2.3 -1.5
H -1.49363 -1.91264 -1.32035 -0.9 -0.2 -0.2
H 0.86393 -2.81152 -1.01160 -1.3 2.7 1.9
```
Forces are in eV/Å.


Q: Which of these has the highest energy relative to the best compared isomer or geometry (same formula, charge and spin)?
A: C31H38BiN4O3Si


Q: Which formula does entry 1 have?
A: C31H38BiN4O3Si